# 1
{"formula": "C2N2S2", "method": "ωB97M-V/def2-TZVPD", "elements": ["N", "C", "C", "S", "N", "S"], "xyz": [[1.92815, 0.03561, -1.51217], [0.94140, 0.01981, -0.90771], [-0.15410, -0.25116, -0.08681], [-0.77680, -1.85202, 0.04455], [-0.46170, 0.67993, 0.76604], [-1.47695, 1.36783, 1.69610]], "orbital_gap_ev": [7.157, 6.344], "relative_energy_kcal_mol": 43.7, "spin_multiplicity": 1, "e_lumo_ev": [-2.380, -3.214], "smiles": "N#CC(=S)N=S"}



# 2
{"formula": "C40H36N5O3PW", "method": "ωB97M-V/def2-TZVPD", "elements": ["W", "O", "C", "N", "C", "C", "C", "C", "C", "C", "N", "C", "O", "C", "C", "C", "C", "C", "N", "C", "C", "C", "C", "C", "N", "H", "H", "H", "H", "H", "H", "H", "H", "H", "H", "H", "H", "N", "C", "C", "C", "C", "C", "C", "P", "C", "C", "C", "C", "C", "C", "C", "C", "C", "C", "C", "C", "H", "H", "H", "H", "H", "H", "H", "H", "H", "H", "H", "H", "H", "H", "H", "H", "C", "C", "C", "O", "C", "H", "H", "H", "H", "H", "H", "H", "H"], "xyz": [[0.32968, -0.46280, -0.63567], [-3.83525, -0.38380, -0.75738], [-2.65000, -0.45090, -1.00113], [-1.63689, -0.90255, -0.19288], [-1.92440, -1.62490, 1.00127], [-3.16111, -2.15706, 1.34756], [-3.24722, -2.95008, 2.48478], [-2.12311, -3.21156, 3.25436], [-0.88473, -2.68645, 2.90752], [-0.79593, -1.88964, 1.77195], [0.40547, -1.35811, 1.22531], [1.54791, -1.30783, 1.97935], [1.68873, -1.55183, 3.15950], [2.75038, -1.03152, 1.12167], [4.03314, -1.14951, 1.62774], [5.09557, -1.13146, 0.74253], [4.83372, -1.04429, -0.62116], [3.52650, -0.90676, -1.04200], [2.49182, -0.84790, -0.18091], [-2.13900, -0.16221, -2.38617], [-3.00163, 0.04497, -3.44828], [-2.47358, 0.07731, -4.72815], [-1.10905, -0.13179, -4.90333], [-0.31196, -0.31292, -3.78968], [-0.81292, -0.29071, -2.54056], [-4.03711, -1.94657, 0.75838], [-4.20427, -3.36244, 2.76658], [-2.20239, -3.83004, 4.13727], [-0.01469, -2.88646, 3.51201], [4.15079, -1.28751, 2.69185], [6.11062, -1.22385, 1.09908], [5.62425, -1.09120, -1.35299], [3.29006, -0.88555, -2.10199], [-4.05750, 0.13961, -3.23884], [-3.11592, 0.22831, -5.58366], [-0.66411, -0.16350, -5.88653], [0.74917, -0.51727, -3.88914], [1.50821, 1.11717, -1.85610], [1.63681, 2.51473, -1.40586], [2.37799, 3.40757, -2.16879], [2.49233, 4.71757, -1.73794], [1.86811, 5.13361, -0.56346], [1.12463, 4.23648, 0.17861], [1.01682, 2.90730, -0.23968], [-0.03114, 1.69648, 0.56759], [-1.68322, 2.41175, 0.41290], [-2.45174, 2.82423, 1.49464], [-3.70574, 3.37938, 1.27626], [-4.19039, 3.53227, -0.01172], [-3.41718, 3.13834, -1.09732], [-2.17110, 2.58100, -0.88415], [0.42728, 1.62925, 2.30860], [-0.44806, 1.05010, 3.22979], [-0.08941, 0.96283, 4.56163], [1.14465, 1.44009, 4.98430], [2.02307, 2.00256, 4.07305], [1.66741, 2.10281, 2.73536], [2.46664, 0.77712, -1.94343], [1.14581, 1.15136, -2.81021], [2.85656, 3.09060, -3.08559], [3.06708, 5.42239, -2.32173], [1.95841, 6.15945, -0.23929], [0.62004, 4.56087, 1.07906], [-2.08746, 2.72863, 2.50888], [-4.29971, 3.69779, 2.11990], [-5.16669, 3.96410, -0.17326], [-3.78497, 3.27409, -2.10326], [-1.56491, 2.30070, -1.74314], [-1.40648, 0.65600, 2.91325], [-0.76988, 0.51484, 5.27081], [1.42022, 1.37038, 6.02640], [2.98160, 2.37605, 4.40344], [2.35499, 2.55936, 2.03567], [0.77130, -4.93410, -1.07093], [-0.70817, -4.60588, -1.22402], [-0.67747, -3.30234, -1.98759], [0.46847, -2.57562, -1.42691], [1.43152, -3.56726, -0.92984], [1.14785, -5.46430, -1.94420], [0.96419, -5.55035, -0.19550], [-1.18930, -4.46261, -0.25506], [-1.24930, -5.37838, -1.76715], [-1.55769, -2.68511, -1.83125], [-0.49238, -3.43628, -3.05780], [1.63418, -3.31213, 0.11019], [2.34117, -3.46413, -1.52339]], "orbital_gap_ev": [6.711, 6.229], "s_squared": 2.0165, "spin_multiplicity": 3, "e_lumo_ev": [-5.868, -6.706], "total_charge": 2}



# 3
{"formula": "C5H5NO", "method": "ωB97M-V/def2-TZVPD", "elements": ["C", "C", "C", "C", "C", "N", "O", "H", "H", "H", "H", "H"], "xyz": [[0.53679, -1.40431, 0.02007], [-0.69984, -0.70048, 0.37706], [1.75425, -0.87727, -0.28432], [-1.19469, 0.48222, 0.01692], [-1.77663, 1.63824, -0.20008], [1.42705, 1.38897, 0.14147], [2.16513, 0.38043, -0.16956], [0.55236, -2.51923, 0.22940], [-1.43260, -1.24523, 1.21226], [2.61330, -1.53236, -0.69047], [-1.48890, 2.51700, 0.35640], [-2.45622, 1.87200, -1.00916]], "orbital_gap_ev": [8.272, 7.902], "relative_energy_kcal_mol": 171.7, "spin_multiplicity": 1, "e_lumo_ev": [-0.213, -0.450]}



no.,electronic energy (eV)
1,-26721.233
2,-66761.902
3,-8795.975